ORCA calculation (ωB97M-V/def2-TZVPD) on C39H68NPSi3Zr as an isolated structure.

The geometry in ORCA input format:
```
! RIJCOSX wB97M-V def2-TZVPD def2/J DEFGRID3
* xyz 2 1
Zr -0.510 -0.373 -0.894
C -4.117 -1.030 -1.501
Si -3.277 0.283 -2.550
C -2.430 -0.565 -3.996
C -4.555 1.422 -3.254
C -1.930 1.181 -1.511
Si -2.765 2.353 -0.239
C -1.618 2.790 1.165
C -3.219 3.964 -1.049
C -4.280 1.577 0.508
Si -0.744 2.168 -2.584
C 0.492 3.063 -1.502
C -1.379 3.238 -3.943
C 0.439 0.891 -3.400
C 1.022 1.076 -4.642
C 2.036 0.230 -5.068
C 2.467 -0.797 -4.237
C 1.851 -0.968 -3.023
N 0.855 -0.150 -2.613
H -4.286 -1.935 -2.091
H -5.093 -0.686 -1.157
H -3.557 -1.320 -0.609
H -3.131 -1.266 -4.459
H -1.534 -1.136 -3.738
H -2.137 0.156 -4.767
H -5.238 0.838 -3.877
H -4.112 2.200 -3.881
H -5.152 1.907 -2.480
H -0.859 3.518 0.872
H -1.109 1.920 1.578
H -2.212 3.237 1.968
H -2.335 4.536 -1.343
H -3.766 4.574 -0.324
H -3.854 3.843 -1.927
H -4.096 0.601 0.963
H -5.097 1.465 -0.206
H -4.631 2.250 1.296
H 0.104 4.021 -1.145
H 1.402 3.267 -2.072
H 0.773 2.484 -0.614
H -2.134 3.936 -3.579
H -1.830 2.653 -4.749
H -0.555 3.824 -4.357
H 0.688 1.891 -5.270
H 2.495 0.373 -6.038
H 3.259 -1.472 -4.531
H 2.142 -1.769 -2.354
C -1.149 -2.498 -1.158
C 0.022 -3.253 -1.733
C 0.085 -3.524 -3.102
C 1.169 -4.190 -3.649
C 2.227 -4.594 -2.840
C 2.167 -4.360 -1.473
C 1.068 -3.705 -0.927
H -1.461 -2.934 -0.206
H -2.006 -2.555 -1.829
H -0.736 -3.227 -3.743
H 1.184 -4.407 -4.710
H 3.072 -5.120 -3.266
H 2.961 -4.714 -0.826
H 1.011 -3.594 0.151
C 1.505 2.960 4.937
C 2.410 3.094 3.699
C 1.830 2.373 2.472
C 1.182 1.048 2.906
C -0.044 1.327 3.821
C 0.065 2.690 4.516
P 0.832 -0.084 1.498
C 2.433 -0.837 0.967
C 3.264 0.082 0.049
C 4.620 -0.573 -0.204
C 5.453 -0.579 1.093
C 4.562 -0.582 2.344
C 3.303 -1.416 2.118
C -0.205 -1.500 2.072
C 0.178 -2.153 3.418
C -1.018 -2.882 4.050
C -1.912 -3.486 2.974
C -2.616 -2.375 2.184
C -1.707 -1.142 2.011
H 1.565 3.861 5.545
H 1.848 2.139 5.572
H 3.402 2.692 3.917
H 2.552 4.144 3.444
H 2.626 2.220 1.747
H 1.074 2.992 1.983
H 1.926 0.475 3.467
H -0.108 0.547 4.582
H -0.976 1.293 3.262
H -0.602 2.697 5.378
H -0.281 3.484 3.847
H 2.107 -1.680 0.343
H 3.430 1.056 0.506
H 2.736 0.279 -0.886
H 5.154 -0.047 -0.996
H 4.459 -1.597 -0.561
H 6.105 0.294 1.116
H 6.105 -1.453 1.106
H 4.281 0.441 2.617
H 5.112 -0.981 3.196
H 2.737 -1.506 3.043
H 3.598 -2.435 1.850
H -0.038 -2.257 1.295
H 0.571 -1.411 4.113
H 0.983 -2.867 3.239
H -1.606 -2.187 4.658
H -0.649 -3.649 4.729
H -2.658 -4.145 3.416
H -1.308 -4.113 2.306
H -3.517 -2.065 2.716
H -2.953 -2.752 1.218
H -1.932 -0.406 2.780
H -1.977 -0.620 1.067
*
```

The relative energy (zero: lowest compared OMol25 entry of this formula, charge and spin) is 0.00 kJ/mol. The calculation puts the maximum force at 0.8 eV/A. The HOMO-LUMO gap is 7.3 eV.

Here are the Mulliken charges for atoms 1 to 2, given in e:
1 Zr -3.496
2 C -1.058